Density functional theory data (the ωB97M-V functional and the def2-TZVPD basis) for 12 unconnected molecules or ions with the total composition C54H78N6O6.

Values from the calculation:
F_max = 0.035 Eh/bohr
ΔE to the lowest compared entry with this formula, charge and spin = 0.0 kJ/mol
Kohn-Sham gap = 9.61 eV
HOMO energy = -0.3358 hartree
SMILES string = c1ccncc1.c1ccncc1.c1ccncc1.c1ccncc1.c1ccncc1.c1ccncc1.C1CCOC1.C1CCOC1.C1CCOC1.C1CCOC1.C1CCOC1.C1CCOC1
net charge = 0
lowest unoccupied orbital energy = 0.5 eV

Cartesian coordinates (Å):
1 C -3.823 -3.489 -0.489
2 C -4.422 -4.286 -1.653
3 C -4.316 -5.759 -1.158
4 O -3.850 -5.705 0.187
5 C -4.095 -4.406 0.690
6 H -4.302 -2.521 -0.341
7 H -2.749 -3.347 -0.606
8 H -3.886 -4.085 -2.576
9 H -5.486 -4.066 -1.742
10 H -3.584 -6.337 -1.722
11 H -5.300 -6.232 -1.208
12 H -3.429 -4.245 1.540
13 H -5.109 -4.269 1.096
14 C -6.048 0.445 -3.309
15 C -5.136 -0.391 -2.412
16 C -4.067 -0.951 -3.345
17 O -4.066 -0.120 -4.494
18 C -5.380 0.369 -4.696
19 H -6.033 1.483 -2.975
20 H -7.092 0.139 -3.300
21 H -5.671 -1.170 -1.864
22 H -4.670 0.212 -1.628
23 H -4.314 -1.981 -3.643
24 H -3.083 -1.002 -2.878
25 H -5.969 -0.261 -5.373
26 H -5.288 1.355 -5.153
27 C 5.391 3.104 -2.600
28 C 4.753 4.062 -1.601
29 C 3.458 3.344 -1.263
30 O 3.038 2.837 -2.525
31 C 4.159 2.480 -3.317
32 H 5.962 2.327 -2.086
33 H 6.095 3.604 -3.265
34 H 4.547 5.038 -2.050
35 H 5.399 4.306 -0.755
36 H 2.668 4.003 -0.907
37 H 3.624 2.536 -0.542
38 H 4.101 2.831 -4.344
39 H 4.299 1.399 -3.253
40 C -0.512 -0.583 4.205
41 C 0.707 -0.735 3.299
42 C 1.758 -1.221 4.292
43 O 1.445 -0.577 5.520
44 C 0.143 0.002 5.458
45 H -0.946 -1.563 4.419
46 H -1.277 0.069 3.785
47 H 1.010 0.247 2.931
48 H 0.529 -1.388 2.446
49 H 2.771 -0.973 3.970
50 H 1.688 -2.309 4.411
51 H 0.192 1.093 5.362
52 H -0.380 -0.255 6.379
53 C 5.299 -1.121 1.836
54 C 4.091 -0.567 1.052
55 C 4.150 -1.315 -0.274
56 O 5.510 -1.648 -0.486
57 C 6.147 -1.823 0.770
58 H 4.912 -1.854 2.546
59 H 5.828 -0.359 2.404
60 H 4.184 0.506 0.869
61 H 3.150 -0.715 1.582
62 H 3.759 -0.715 -1.096
63 H 3.554 -2.237 -0.273
64 H 7.179 -1.479 0.678
65 H 6.231 -2.893 1.001
66 C -0.175 -4.039 -0.794
67 C 1.263 -3.925 -1.298
68 C 1.706 -5.383 -1.221
69 O 1.132 -5.872 -0.015
70 C -0.109 -5.214 0.207
71 H -0.852 -4.261 -1.621
72 H -0.500 -3.110 -0.327
73 H 1.864 -3.332 -0.610
74 H 1.340 -3.533 -2.311
75 H 2.789 -5.492 -1.155
76 H 1.346 -5.976 -2.070
77 H -0.126 -4.814 1.225
78 H -0.953 -5.898 0.095
79 N 3.670 -1.962 -3.879
80 C 4.955 -1.851 -3.545
81 C 5.826 -0.993 -4.210
82 C 5.324 -0.203 -5.230
83 C 3.986 -0.319 -5.574
84 C 3.198 -1.221 -4.875
85 H 5.268 -2.498 -2.738
86 H 6.871 -0.953 -3.931
87 H 5.994 0.441 -5.786
88 H 3.588 0.258 -6.399
89 H 2.150 -1.332 -5.132
90 N -0.686 3.681 2.334
91 C -0.230 4.662 1.544
92 C -0.808 5.916 1.488
93 C -1.873 6.186 2.336
94 C -2.337 5.202 3.185
95 C -1.704 3.964 3.137
96 H 0.632 4.376 0.952
97 H -0.432 6.672 0.813
98 H -2.304 7.180 2.317
99 H -3.157 5.401 3.862
100 H -2.067 3.166 3.779
101 N -3.869 -0.420 1.350
102 C -5.126 -0.035 1.584
103 C -5.923 -0.611 2.555
104 C -5.382 -1.621 3.344
105 C -4.054 -1.976 3.159
106 C -3.345 -1.351 2.148
107 H -5.491 0.759 0.941
108 H -6.945 -0.311 2.746
109 H -5.972 -2.028 4.154
110 H -3.622 -2.710 3.827
111 H -2.328 -1.642 1.898
112 N -5.189 4.181 -1.991
113 C -4.228 3.286 -2.197
114 C -3.378 2.809 -1.203
115 C -3.590 3.250 0.090
116 C -4.619 4.151 0.330
117 C -5.353 4.626 -0.747
118 H -4.183 2.827 -3.180
119 H -2.635 2.054 -1.422
120 H -3.015 2.895 0.937
121 H -4.826 4.481 1.340
122 H -6.164 5.327 -0.580
123 N 3.146 3.126 2.290
124 C 4.451 3.026 2.067
125 C 5.345 2.418 2.935
126 C 4.870 1.950 4.151
127 C 3.500 2.007 4.397
128 C 2.697 2.589 3.426
129 H 4.880 3.441 1.163
130 H 6.405 2.348 2.730
131 H 5.533 1.537 4.902
132 H 3.073 1.652 5.325
133 H 1.620 2.627 3.563
134 N -0.577 -0.626 -1.626
135 C 0.671 -0.192 -1.820
136 C 1.323 0.667 -0.949
137 C 0.698 1.004 0.237
138 C -0.608 0.594 0.445
139 C -1.198 -0.216 -0.520
140 H 1.137 -0.487 -2.755
141 H 2.339 0.966 -1.143
142 H 1.195 1.628 0.972
143 H -1.132 0.881 1.347
144 H -2.169 -0.648 -0.302

***

Density functional theory data (the ωB97M-V functional and the def2-TZVPD basis) for a molecular structure, C54H79CaN4O3PS2Si.

Values from the calculation:
F_max = 0.027 Eh/bohr
ΔE to the lowest compared entry with this formula, charge and spin = 53.5 kJ/mol
Kohn-Sham gap = 6.38 eV
HOMO energy = -0.2243 hartree
net charge = 0
lowest unoccupied orbital energy = 0.3 eV

Cartesian coordinates (Å):
1 Ca 0.930 1.122 1.272
2 C 1.935 -0.479 5.423
3 C 1.561 0.522 4.373
4 O 1.136 0.143 3.263
5 N 1.676 1.812 4.673
6 C 1.477 2.894 3.695
7 C 2.696 3.103 2.811
8 C 3.608 4.026 3.223
9 C 4.866 4.067 2.502
10 C 5.022 3.382 1.370
11 C 3.847 2.626 0.762
12 N 2.779 2.282 1.733
13 H 1.132 -1.208 5.510
14 H 2.125 -0.022 6.393
15 H 2.832 -1.009 5.096
16 H 2.136 2.053 5.534
17 H 1.273 3.803 4.250
18 H 0.589 2.676 3.094
19 H 3.425 4.647 4.091
20 H 5.693 4.650 2.897
21 H 5.951 3.390 0.810
22 H 3.428 3.242 -0.047
23 C -7.005 2.743 0.841
24 C -5.593 3.212 0.464
25 C -5.633 3.883 -0.906
26 C -4.621 2.043 0.556
27 C -4.426 1.402 1.773
28 C -3.742 0.197 1.875
29 C -3.654 -0.479 3.231
30 C -2.662 0.273 4.126
31 C -5.009 -0.610 3.930
32 C -3.164 -0.369 0.725
33 C -3.213 0.353 -0.478
34 C -3.958 1.527 -0.545
35 C -2.551 -0.153 -1.750
36 C -3.553 -0.834 -2.687
37 C -1.792 0.957 -2.478
38 C -2.976 -1.872 0.592
39 C -4.213 -2.534 0.514
40 C -4.329 -3.853 0.122
41 C -3.188 -4.549 -0.246
42 C -1.957 -3.934 -0.113
43 C -1.803 -2.618 0.347
44 P -0.104 -2.032 0.808
45 C 0.257 -3.138 2.308
46 C 1.745 -3.002 2.678
47 C -0.600 -2.571 3.451
48 C -0.082 -4.626 2.223
49 C 1.046 -2.555 -0.600
50 C 2.312 -1.695 -0.457
51 C 1.516 -4.009 -0.717
52 C 0.373 -2.149 -1.917
53 H -7.711 3.577 0.808
54 H -7.036 2.307 1.841
55 H -7.344 1.981 0.133
56 H -5.282 3.957 1.204
57 H -5.994 3.184 -1.668
58 H -4.657 4.255 -1.218
59 H -6.325 4.727 -0.884
60 H -4.875 1.831 2.667
61 H -3.275 -1.485 3.068
62 H -3.024 1.287 4.322
63 H -1.687 0.358 3.649
64 H -2.531 -0.236 5.087
65 H -5.401 0.366 4.231
66 H -4.913 -1.216 4.835
67 H -5.748 -1.084 3.280
68 H -4.029 2.041 -1.500
69 H -1.821 -0.903 -1.457
70 H -4.327 -0.123 -2.997
71 H -4.045 -1.681 -2.203
72 H -3.048 -1.201 -3.588
73 H -2.483 1.654 -2.967
74 H -1.153 0.522 -3.253
75 H -1.161 1.534 -1.796
76 H -5.107 -1.956 0.722
77 H -5.305 -4.319 0.066
78 H -3.250 -5.568 -0.607
79 H -1.075 -4.510 -0.345
80 H 2.076 -1.965 2.684
81 H 2.390 -3.570 2.005
82 H 1.892 -3.408 3.685
83 H -0.484 -1.495 3.567
84 H -0.304 -3.057 4.389
85 H -1.655 -2.799 3.285
86 H 0.443 -5.158 1.431
87 H -1.151 -4.796 2.106
88 H 0.216 -5.081 3.175
89 H 2.885 -1.907 0.447
90 H 2.097 -0.626 -0.483
91 H 2.966 -1.879 -1.313
92 H 2.012 -4.369 0.183
93 H 2.253 -4.055 -1.529
94 H 0.721 -4.704 -0.980
95 H 0.199 -1.069 -1.980
96 H -0.577 -2.667 -2.075
97 H 1.041 -2.410 -2.744
98 C 0.019 2.737 -5.128
99 N 0.509 1.380 -5.239
100 C -0.109 0.437 -6.161
101 C 0.733 -0.828 -5.967
102 N 1.401 -0.540 -4.698
103 C 1.358 0.785 -4.377
104 S 2.187 1.502 -3.118
105 H 0.237 3.298 -6.039
106 H 0.510 3.216 -4.285
107 H -1.061 2.736 -4.962
108 H -0.069 0.813 -7.182
109 H -1.158 0.276 -5.898
110 H 1.450 -0.969 -6.777
111 H 0.113 -1.718 -5.895
112 H 2.212 -1.055 -4.403
113 C 4.656 -5.365 -2.801
114 C 5.503 -4.951 -3.979
115 O 5.187 -5.125 -5.117
116 S 7.134 -4.178 -3.564
117 C 6.476 -2.792 -2.656
118 C 5.672 -1.853 -3.301
119 C 5.140 -0.787 -2.593
120 C 5.417 -0.628 -1.231
121 C 6.251 -1.550 -0.602
122 C 6.770 -2.629 -1.307
123 C 4.841 0.475 -0.500
124 C 4.359 1.412 0.075
125 H 3.699 -5.753 -3.144
126 H 4.508 -4.512 -2.138
127 H 5.194 -6.127 -2.236
128 H 5.467 -1.970 -4.359
129 H 4.516 -0.044 -3.078
130 H 6.473 -1.427 0.451
131 H 7.398 -3.357 -0.807
132 C -1.756 4.800 -0.630
133 Si -0.323 4.269 0.444
134 C 1.225 4.954 -0.347
135 C -0.536 5.189 2.070
136 O -0.274 2.663 0.656
137 H -1.842 5.894 -0.650
138 H -2.685 4.387 -0.224
139 H -1.647 4.443 -1.663
140 H 1.053 5.983 -0.686
141 H 1.526 4.358 -1.219
142 H 2.063 4.969 0.362
143 H -0.884 6.213 1.885
144 H 0.415 5.261 2.614
145 H -1.273 4.695 2.719

***

Which formula does entry 1 have? C54H78N6O6

***

Which of these has the highest F_max? C54H78N6O6